## i
{
  "formula": "H8NaO4",
  "method": "wB97M-V/def2-TZVPD",
  "lumo_energy_ev": -3.4,
  "spin_multiplicity": 1,
  "homo_energy_ev": -15.72,
  "total_charge": 1,
  "gap_ev": 12.33,
  "elements": ["Na", "O", "H", "H", "O", "H", "H", "O", "H", "H", "O", "H", "H"],
  "xyz": [[0.535, 0.288, -0.348], [-1.252, 0.341, -1.808], [-1.185, 0.441, -2.768], [-2.118, -0.059, -1.652], [-0.957, -0.774, 1.582], [-1.911, -0.911, 1.666], [-0.566, -1.384, 2.224], [0.083, 2.022, 1.320], [-0.463, 1.796, 2.085], [0.424, 2.912, 1.479], [2.091, -1.480, -1.203], [2.637, -2.122, -0.728], [2.684, -1.069, -1.849]],
  "nbo_charge": [0.97, -0.99, 0.50, 0.50, -0.98, 0.49, 0.49, -0.99, 0.50, 0.50, -0.98, 0.50, 0.49]
}

***

## ii
{
  "formula": "H8NaO4",
  "method": "wB97M-V/def2-TZVPD",
  "lumo_energy_ev": -4.0,
  "spin_multiplicity": 1,
  "homo_energy_ev": -15.20,
  "total_charge": 1,
  "gap_ev": 11.25,
  "elements": ["Na", "O", "H", "H", "O", "H", "H", "O", "H", "H", "O", "H", "H"],
  "xyz": [[16.251, -13.770, -25.672], [15.018, -13.880, -28.700], [15.219, -14.610, -29.285], [14.557, -13.249, -29.253], [13.040, -14.427, -24.459], [12.546, -13.973, -23.777], [12.423, -14.511, -25.186], [16.576, -16.938, -26.450], [16.253, -17.275, -25.614], [16.345, -17.614, -27.087], [18.839, -14.256, -24.042], [19.672, -14.654, -24.297], [18.587, -14.717, -23.243]],
  "nbo_charge": [0.99, -0.97, 0.49, 0.49, -0.97, 0.49, 0.48, -0.96, 0.48, 0.49, -0.97, 0.49, 0.48]
}

***

It is i that is most stable; the runner-up trails by 0.0446 hartree.

***

## i
{
  "formula": "C4H5N2O2",
  "method": "wB97M-V/def2-TZVPD",
  "lumo_energy_ev": -5.4,
  "spin_multiplicity": 1,
  "homo_energy_ev": -13.86,
  "total_charge": 1,
  "gap_ev": 8.48,
  "elements": ["C", "C", "C", "C", "N", "N", "O", "O", "H", "H", "H", "H", "H"],
  "xyz": [[-0.030, 1.040, 0.197], [-0.390, -1.051, -0.023], [-1.267, 0.079, 0.220], [0.739, -0.203, 0.189], [-2.534, 0.325, 0.026], [2.213, -0.290, -0.022], [0.266, 2.202, -0.063], [-0.686, -2.165, -0.396], [-3.038, -0.455, -0.278], [-2.956, 1.156, 0.363], [2.694, -1.107, -0.472], [2.615, -0.039, 0.971], [2.374, 0.510, -0.711]],
  "nbo_charge": [0.45, 0.39, 0.31, -0.08, -0.61, -0.73, -0.53, -0.53, 0.44, 0.45, 0.48, 0.48, 0.47]
}

***

## ii
{
  "formula": "C4H5N2O2",
  "method": "wB97M-V/def2-TZVPD",
  "lumo_energy_ev": -5.6,
  "spin_multiplicity": 1,
  "homo_energy_ev": -15.93,
  "total_charge": 1,
  "gap_ev": 10.33,
  "elements": ["C", "C", "C", "C", "N", "N", "O", "O", "H", "H", "H", "H", "H"],
  "xyz": [[1.363, -0.590, 0.765], [1.372, -1.141, -0.416], [-0.387, 0.568, 0.599], [0.241, -0.721, -1.354], [-0.602, 0.179, -0.585], [-1.313, 1.546, 1.433], [-2.445, 1.584, 1.079], [-0.755, 2.181, 2.251], [1.860, -0.490, 1.733], [2.066, -1.906, -0.579], [0.563, -0.263, -2.201], [-0.458, -1.456, -1.669], [-1.503, 0.511, -1.056]],
  "nbo_charge": [0.01, -0.26, 0.41, -0.23, -0.47, 0.52, -0.30, -0.24, 0.27, 0.29, 0.26, 0.26, 0.46]
}

***

It is i that is most stable; the runner-up trails by 0.1681 hartree.

***

## i
{
  "formula": "C8H10O",
  "method": "wB97M-V/def2-TZVPD",
  "lumo_energy_ev": -0.3,
  "spin_multiplicity": 1,
  "homo_energy_ev": -9.23,
  "total_charge": 0,
  "gap_ev": 8.90,
  "elements": ["C", "C", "C", "C", "C", "C", "C", "C", "H", "H", "H", "H", "H", "H", "H", "H", "H", "H", "O"],
  "xyz": [[-0.444, 1.546, -1.512], [0.556, 0.354, -1.938], [0.180, -0.857, -1.634], [-1.037, -1.233, -0.992], [-1.584, -0.788, 0.205], [-1.241, 0.271, 1.263], [-0.038, 0.481, 1.697], [1.249, -0.208, 1.291], [-0.184, 1.530, -0.127], [-1.605, 1.367, -1.850], [-0.147, 2.585, -2.068], [1.531, 0.720, -2.286], [0.836, -1.753, -1.949], [-1.755, -1.982, -1.649], [-2.537, -1.355, 0.407], [-2.114, 0.699, 1.811], [0.510, 1.230, 2.303], [1.267, -0.976, 0.452], [2.293, 0.067, 1.834]],
  "nbo_charge": [-0.70, -0.15, -0.31, -0.18, -0.25, -0.16, -0.33, 0.40, 0.24, 0.23, 0.22, 0.22, 0.23, 0.23, 0.22, 0.24, 0.25, 0.13, -0.52]
}

***

## ii
{
  "formula": "C8H10O",
  "method": "wB97M-V/def2-TZVPD",
  "lumo_energy_ev": 0.1,
  "spin_multiplicity": 1,
  "homo_energy_ev": -9.67,
  "total_charge": 0,
  "smiles": "C=C1C(=O)[C@H]2C[C@@H]1[C@@H]2C",
  "gap_ev": 9.76,
  "elements": ["C", "C", "C", "O", "C", "C", "C", "C", "C", "H", "H", "H", "H", "H", "H", "H", "H", "H", "H"],
  "xyz": [[-2.547, -1.263, -0.366], [-1.503, -0.369, -0.254], [-1.386, 1.153, -0.037], [-2.122, 2.149, -0.263], [0.071, 1.130, 0.674], [0.163, -0.185, 1.481], [-0.106, -0.914, 0.086], [0.795, 0.409, -0.465], [2.290, 0.221, -0.781], [-3.442, -0.743, -0.727], [-2.356, -2.416, -0.504], [0.666, 2.023, 1.206], [-0.387, -0.455, 2.282], [1.157, -0.355, 1.838], [-0.002, -1.959, -0.335], [0.302, 1.020, -1.413], [2.850, -0.617, 0.077], [2.855, 1.379, -0.680], [2.702, -0.209, -1.818]],
  "nbo_charge": [-0.36, -0.11, 0.58, -0.51, -0.32, -0.38, -0.25, -0.21, -0.63, 0.22, 0.22, 0.24, 0.20, 0.21, 0.23, 0.20, 0.20, 0.22, 0.25]
}

***

It is ii that is most stable; the runner-up trails by 0.0019 hartree.

***

## i
{
  "formula": "C4H8P2",
  "method": "wB97M-V/def2-TZVPD",
  "lumo_energy_ev": [-0.7, -0.8],
  "spin_multiplicity": 1,
  "homo_energy_ev": [-9.14, -8.06],
  "total_charge": 0,
  "gap_ev": [8.41, 7.22],
  "elements": ["C", "C", "C", "C", "P", "P", "H", "H", "H", "H", "H", "H", "H", "H"],
  "xyz": [[-2.003, 0.043, -0.145], [-1.480, -0.114, 1.245], [2.096, 0.825, -0.697], [0.793, 0.321, -0.227], [2.169, -0.363, 0.730], [-0.653, 1.222, 0.259], [-1.656, -0.719, -0.870], [-3.003, 0.434, -0.278], [-2.119, 0.189, 2.067], [-0.860, -0.979, 1.447], [2.469, 0.483, -1.654], [2.336, 1.867, -0.495], [-0.423, -1.716, -1.309], [2.333, -1.493, -0.075]],
  "nbo_charge": [-0.63, -0.65, -0.70, -0.55, 0.46, 0.71, 0.23, 0.24, 0.23, 0.24, 0.24, 0.23, -0.01, -0.03]
}

***

## ii
{
  "formula": "C4H8P2",
  "method": "wB97M-V/def2-TZVPD",
  "lumo_energy_ev": 0.0,
  "spin_multiplicity": 1,
  "homo_energy_ev": -8.27,
  "total_charge": 0,
  "smiles": "CC=P#P=CC",
  "gap_ev": 8.31,
  "elements": ["C", "C", "P", "P", "C", "C", "H", "H", "H", "H", "H", "H", "H", "H"],
  "xyz": [[1.394, 1.570, 2.790], [0.869, 1.282, 1.362], [0.690, -0.301, 0.821], [-0.550, 0.261, -0.862], [-0.731, -1.310, -1.588], [-1.587, -1.672, -2.810], [0.696, 2.077, 3.409], [1.616, 0.811, 3.420], [2.115, 2.302, 2.702], [0.594, 2.260, 0.900], [0.008, -2.072, -1.158], [-1.929, -2.673, -2.512], [-2.297, -0.792, -2.915], [-0.888, -1.744, -3.558]],
  "nbo_charge": [-0.65, -0.56, 0.36, 0.30, -0.52, -0.67, 0.22, 0.21, 0.21, 0.22, 0.20, 0.23, 0.23, 0.22]
}

***

It is ii that is most stable; the runner-up trails by 0.1271 hartree.

***

## i
{
  "formula": "C4H3O2",
  "method": "wB97M-V/def2-TZVPD",
  "lumo_energy_ev": -6.3,
  "spin_multiplicity": 1,
  "homo_energy_ev": -15.84,
  "total_charge": 1,
  "gap_ev": 9.51,
  "elements": ["C", "C", "C", "C", "O", "O", "H", "H", "H"],
  "xyz": [[-0.171, -0.627, 0.885], [0.071, 0.356, -1.669], [-0.324, 0.203, -0.260], [-0.932, 1.335, -1.385], [0.404, -0.175, 1.928], [0.361, 1.375, -0.694], [-0.630, -1.613, 0.827], [0.776, -0.092, -2.337], [0.446, -0.763, 2.706]],
  "nbo_charge": [0.40, -0.01, -0.01, 0.32, -0.53, -0.25, 0.24, 0.29, 0.55]
}

***

## ii
{
  "formula": "C4H3O2",
  "method": "wB97M-V/def2-TZVPD",
  "lumo_energy_ev": -6.0,
  "spin_multiplicity": 1,
  "homo_energy_ev": -16.74,
  "total_charge": 1,
  "gap_ev": 10.74,
  "elements": ["C", "C", "C", "C", "O", "O", "H", "H", "H"],
  "xyz": [[0.469, 2.280, 0.184], [-0.274, 1.317, -0.009], [0.456, -1.725, 0.151], [-0.994, 0.244, -0.620], [-1.928, -0.259, -0.943], [0.468, -0.863, -0.664], [0.885, 3.103, 0.742], [1.407, -2.047, 0.405], [-0.489, -2.049, 0.754]],
  "nbo_charge": [0.13, -0.27, 0.36, 0.85, -0.28, -0.44, 0.29, 0.18, 0.18]
}

***

It is ii that is most stable; the runner-up trails by 0.1248 hartree.

***

## i
{
  "formula": "C3H14N2O",
  "method": "wB97M-V/def2-TZVPD",
  "lumo_energy_ev": -7.4,
  "spin_multiplicity": 1,
  "homo_energy_ev": -20.57,
  "total_charge": 2,
  "gap_ev": 13.14,
  "elements": ["C", "C", "C", "N", "N", "H", "H", "H", "H", "H", "H", "H", "H", "H", "H", "H", "H", "H", "H", "O"],
  "xyz": [[-0.679, 1.344, -0.238], [-1.140, -0.105, -0.505], [-0.370, -0.998, 0.395], [-0.879, -2.739, 0.259], [0.700, 1.638, -0.856], [-0.690, 1.747, 0.769], [-1.331, 1.912, -0.902], [-1.003, -0.314, -1.567], [-2.222, -0.163, -0.366], [0.677, -1.127, 0.128], [-0.545, -1.043, 1.458], [-0.974, -3.478, 0.962], [-1.819, -2.775, -0.161], [-0.352, -3.108, -0.536], [0.646, 2.604, -1.179], [0.738, 1.080, -1.708], [1.487, 1.539, -0.074], [2.132, 0.978, 1.896], [3.288, 1.578, 1.161], [2.333, 1.431, 1.064]],
  "nbo_charge": [-0.22, -0.50, -0.09, -0.77, -0.72, 0.25, 0.25, 0.25, 0.28, 0.23, 0.25, 0.46, 0.43, 0.43, 0.45, 0.43, 0.47, 0.52, 0.54, -0.94]
}

***

## ii
{
  "formula": "C3H14N2O",
  "method": "wB97M-V/def2-TZVPD",
  "lumo_energy_ev": -8.4,
  "spin_multiplicity": 1,
  "homo_energy_ev": -20.33,
  "total_charge": 2,
  "gap_ev": 11.93,
  "elements": ["C", "C", "C", "N", "N", "H", "H", "H", "H", "H", "H", "H", "H", "H", "H", "H", "H", "H", "H", "O"],
  "xyz": [[-0.425, -0.406, -1.255], [0.634, -1.353, -0.519], [0.965, -0.389, 0.590], [2.818, -0.386, 1.388], [-1.595, -0.112, -0.362], [-0.157, 0.522, -1.768], [-0.979, -1.024, -1.973], [0.116, -2.220, -0.120], [1.361, -1.635, -1.286], [0.553, -0.371, 1.593], [1.255, 0.623, 0.302], [2.912, 0.557, 1.767], [3.620, -0.503, 0.769], [2.865, -1.067, 2.141], [-2.465, -0.587, -0.591], [-1.460, -0.260, 0.661], [-1.885, 0.986, -0.324], [-3.465, 2.310, -0.475], [-2.168, 3.072, -0.080], [-2.499, 2.244, -0.456]],
  "nbo_charge": [-0.23, -0.49, -0.05, -0.80, -0.74, 0.26, 0.26, 0.26, 0.31, 0.24, 0.22, 0.42, 0.44, 0.43, 0.45, 0.42, 0.47, 0.53, 0.53, -0.93]
}

***

It is i that is most stable; the runner-up trails by 0.0331 hartree.

***

## i
{
  "formula": "C8H14O2",
  "method": "wB97M-V/def2-TZVPD",
  "lumo_energy_ev": 0.8,
  "spin_multiplicity": 1,
  "homo_energy_ev": -8.62,
  "total_charge": 0,
  "smiles": "C=C(O)C(=C)[C@H](C)[C@H](C)O",
  "gap_ev": 9.38,
  "elements": ["C", "C", "O", "C", "C", "C", "C", "C", "C", "O", "H", "H", "H", "H", "H", "H", "H", "H", "H", "H", "H", "H", "H", "H"],
  "xyz": [[-3.146, -1.185, 0.239], [-2.183, -0.271, 0.349], [-2.285, 0.788, 1.209], [-0.864, -0.320, -0.461], [-0.842, -0.788, -1.701], [0.285, 0.302, 0.254], [0.407, 1.780, -0.116], [1.634, -0.522, -0.079], [2.681, -0.264, 1.003], [2.159, -0.258, -1.358], [-3.046, -2.029, -0.416], [-4.065, -1.112, 0.802], [-3.140, 0.757, 1.656], [-1.730, -1.161, -2.181], [0.076, -0.847, -2.259], [0.133, 0.212, 1.332], [1.267, 2.236, 0.372], [-0.482, 2.308, 0.220], [0.490, 1.900, -1.194], [1.381, -1.587, -0.094], [2.920, 0.797, 1.067], [3.596, -0.804, 0.766], [2.319, -0.596, 1.972], [2.434, 0.666, -1.383]],
  "nbo_charge": [-0.53, 0.31, -0.69, -0.03, -0.38, -0.28, -0.61, 0.12, -0.64, -0.72, 0.21, 0.19, 0.48, 0.20, 0.22, 0.22, 0.20, 0.23, 0.21, 0.18, 0.20, 0.22, 0.21, 0.46]
}

***

## ii
{
  "formula": "C8H14O2",
  "method": "wB97M-V/def2-TZVPD",
  "lumo_energy_ev": -0.1,
  "spin_multiplicity": 1,
  "homo_energy_ev": -9.10,
  "total_charge": 0,
  "gap_ev": 9.00,
  "elements": ["C", "C", "C", "C", "C", "C", "C", "O", "C", "H", "H", "H", "H", "H", "H", "H", "H", "H", "H", "H", "H", "O", "H", "H"],
  "xyz": [[-2.460, 1.160, -0.428], [-1.301, 0.484, 0.297], [-1.589, -0.994, 0.576], [-0.381, -1.755, 1.047], [0.877, -1.327, 0.892], [1.166, 0.017, 0.282], [2.479, 0.701, 0.545], [3.008, 1.251, -0.484], [0.009, 0.640, -0.481], [-2.600, 0.720, -1.428], [-3.400, 1.038, 0.130], [-2.276, 2.237, -0.550], [-1.168, 0.984, 1.272], [-2.393, -1.087, 1.323], [-1.982, -1.475, -0.338], [-0.560, -2.642, 1.661], [1.720, -1.887, 1.307], [1.184, 0.803, 1.364], [3.160, 0.098, 1.180], [-0.118, 0.087, -1.426], [0.214, 1.696, -0.708], [2.198, -0.581, -1.917], [2.779, 0.434, -1.618], [1.434, -0.602, -2.497]],
  "nbo_charge": [-0.60, -0.21, -0.45, -0.12, -0.24, -0.09, 0.30, -0.65, -0.44, 0.20, 0.21, 0.21, 0.19, 0.22, 0.22, 0.21, 0.22, 0.22, 0.19, 0.22, 0.23, -1.06, 0.52, 0.46]
}

***

It is i that is most stable; the runner-up trails by 0.1028 hartree.